# 1
Here is 2 unconnected molecules or ions with the total composition C20H23N3O8 in a non-equilibrium geometry from the Open Molecules 2025 dataset. Energies are from ωB97M-V/def2-TZVPD.

Each line ends with the natural charge from an NBO analysis.
Element x y z (Å)
C  -0.762  3.403  4.073  -0.413
N  -1.300  2.977  2.783  -0.622
C  -1.272  1.722  2.321  0.665
O  -0.804  0.795  2.980  -0.655
C  -1.873  1.416  0.930  -0.120
C  -0.911  1.771  -0.219  -0.425
C  0.532  1.410  0.075  -0.074
C  0.960  0.073  -0.032  -0.138
C  2.273  -0.275  0.337  -0.279
C  3.164  0.716  0.799  0.315
O  4.429  0.374  1.154  -0.669
C  2.741  2.060  0.887  -0.293
C  1.424  2.403  0.528  -0.179
N  -3.223  1.948  0.656  -0.601
C  -3.614  3.225  0.634  0.689
C  -5.081  3.469  0.366  -0.707
O  -2.863  4.175  0.811  -0.663
H  -0.588  4.479  4.068  0.205
H  0.180  2.888  4.270  0.220
H  -1.469  3.155  4.867  0.199
H  -1.716  3.679  2.178  0.433
H  -1.964  0.329  0.913  0.231
H  -1.230  1.250  -1.123  0.216
H  -0.963  2.840  -0.423  0.230
H  0.280  -0.687  -0.387  0.205
H  2.611  -1.297  0.279  0.222
H  4.907  1.115  1.527  0.481
H  3.420  2.819  1.241  0.206
H  1.090  3.427  0.622  0.215
H  -3.942  1.265  0.484  0.402
H  -5.680  2.946  1.109  0.227
H  -5.330  3.109  -0.631  0.230
H  -5.280  4.538  0.427  0.246
O  1.508  -3.435  1.876  -0.595
C  0.546  -3.442  1.130  0.794
O  -0.501  -2.594  1.251  -0.684
C  0.542  -4.453  -0.012  -0.522
C  1.098  -3.845  -1.280  -0.060
C  2.473  -3.641  -1.421  -0.134
C  2.972  -3.069  -2.589  -0.264
C  2.123  -2.698  -3.629  0.341
O  2.720  -2.149  -4.727  -0.652
C  0.721  -2.890  -3.523  -0.028
N  -0.202  -2.540  -4.548  0.514
O  -1.406  -2.738  -4.346  -0.370
O  0.226  -2.053  -5.600  -0.414
C  0.241  -3.465  -2.321  -0.154
H  -0.269  -2.007  1.994  0.520
H  1.143  -5.320  0.278  0.248
H  -0.482  -4.802  -0.168  0.232
H  3.155  -3.915  -0.618  0.236
H  4.040  -2.903  -2.699  0.242
H  2.027  -1.933  -5.377  0.508
H  -0.824  -3.628  -2.178  0.244

**Max |F|**: 2.33 eV/A
**Relative energy (zero: lowest compared OMol25 entry of this formula, charge and spin)**: 0.0 kcal per mole
**SMILES**: CNC(=O)[C@H](Cc1ccc(O)cc1)NC(C)=O.O=C(O)Cc1ccc(O)c([N+](=O)[O-])c1
**E_LUMO**: -1.0 eV



# 2
Here is a molecular structure, C24H25AsIrN5O2S2 in a non-equilibrium geometry from the Open Molecules 2025 dataset. Energies are from ωB97M-V/def2-TZVPD.

Each line ends with the Löwdin spin population.
Element x y z (Å)
Ir  -1.137  -0.836  0.788  2.103
C  1.887  -0.540  -4.175  0.000
C  3.305  -0.516  -3.602  0.000
C  4.003  0.761  -4.100  0.000
C  4.054  -1.760  -4.104  0.000
C  3.305  -0.516  -2.076  0.000
C  4.538  -0.458  -1.396  0.002
C  4.628  -0.429  -0.023  0.001
C  3.446  -0.465  0.708  0.006
S  3.221  -0.443  2.423  0.009
C  1.504  -0.533  2.184  0.009
N  1.144  -0.576  0.936  0.116
C  2.206  -0.542  0.061  0.013
C  2.140  -0.566  -1.331  0.003
C  0.532  -0.619  3.262  0.038
C  0.895  -0.529  4.606  0.001
C  -0.068  -0.666  5.591  0.022
C  -1.393  -0.895  5.243  0.001
C  -1.761  -0.974  3.904  0.044
C  -0.809  -0.832  2.908  0.132
H  1.933  -0.519  -5.264  0.000
H  1.315  0.330  -3.847  0.000
H  1.357  -1.449  -3.882  0.000
H  3.945  0.818  -5.188  0.000
H  5.056  0.786  -3.819  0.000
H  3.516  1.644  -3.683  0.000
H  4.004  -1.811  -5.193  0.000
H  3.601  -2.665  -3.695  0.000
H  5.105  -1.744  -3.815  0.000
H  5.455  -0.440  -1.969  0.000
H  5.585  -0.388  0.480  0.000
H  1.166  -0.627  -1.796  0.002
H  1.929  -0.348  4.874  0.001
H  0.218  -0.606  6.632  0.001
H  -2.142  -1.014  6.015  0.000
H  -2.799  -1.159  3.653  0.005
C  -3.290  2.360  -1.257  0.002
As  -2.191  2.498  0.331  0.011
C  -3.266  2.562  1.940  0.001
C  -1.290  4.197  0.241  0.003
O  -0.996  1.334  0.388  0.119
H  -4.234  2.882  -1.100  0.000
H  -3.477  1.318  -1.503  0.000
H  -2.747  2.828  -2.075  0.000
H  -4.101  3.245  1.790  0.000
H  -2.640  2.923  2.754  0.000
H  -3.639  1.573  2.189  0.001
H  -2.019  5.004  0.174  0.001
H  -0.637  4.210  -0.628  0.000
H  -0.696  4.317  1.144  0.000
O  0.945  -3.874  1.556  0.352
S  -0.498  -3.956  1.321  0.410
N  -1.025  -2.695  0.540  0.459
N  -3.218  -0.524  0.270  0.243
C  -4.292  -0.950  0.185  0.097
C  -5.607  -1.406  0.101  0.327
C  -6.545  -0.620  -0.598  0.029
N  -7.271  0.077  -1.161  0.197
C  -5.953  -2.603  0.756  0.030
N  -6.199  -3.576  1.328  0.208

**Charge**: +1
**2S+1**: 6
**Max |F|**: 1.96 eV/A
**<S²>**: 8.820
**E_LUMO (spin up / spin down)**: -3.3 / -7.0 eV



# 3
Here is a molecular structure, C5H6O from the Open Molecules 2025 dataset. Energies are from ωB97M-V/def2-TZVPD.

Each line ends with the natural charge from an NBO analysis.
Element x y z (Å)
C  1.359  -0.328  -0.905  -0.708
C  0.867  0.413  0.284  0.592
O  1.662  0.959  1.121  -0.609
C  -0.476  0.619  0.750  -0.719
C  -1.530  -0.308  0.451  -0.021
C  -2.398  -1.116  0.220  -0.263
H  2.437  -0.490  -0.856  0.240
H  1.100  0.227  -1.813  0.254
H  0.830  -1.286  -0.958  0.261
H  -0.754  1.675  0.674  0.278
H  0.572  1.024  1.748  0.460
H  -3.169  -1.829  0.027  0.235

**Max |F|**: 0.47 eV/A
**Relative energy (zero: lowest compared OMol25 entry of this formula, charge and spin)**: 95.8 kcal per mole
**E_LUMO**: 0.6 eV



- Which value of max |F| does entry 3 give?
  0.47 eV/A